(1)
# C2H3Cl4OP

A 2-piece molecular cluster, C2H3Cl4OP overall (ωB97M-V/def2-TZVPD, the Open Molecules 2025 dataset).

Structure (XYZ):
```
11
Properties=species:S:1:pos:R:3:forces:R:3:nbo_charge:R:1
C 0.730522 -0.028978 0.129415 3.504 4.171 -1.043 -0.245
C 1.325379 0.662930 -3.720871 1.151 -0.004 1.250 -0.527
O 0.957785 0.080543 -1.273981 -0.712 0.000 -0.435 -0.812
P 0.249372 1.120299 -2.219027 1.252 1.497 0.208 1.364
Cl 1.742802 2.132071 -4.513674 0.189 0.385 -0.809 0.106
Cl 2.844711 -0.210431 -3.178353 -0.816 0.418 -0.806 0.020
Cl 0.310789 -0.333861 -4.719902 -0.310 -0.559 -0.223 0.066
Cl 1.588318 3.593473 -1.650059 -1.066 -2.084 -0.058 -0.582
H 1.063912 0.970414 0.533562 -0.865 -1.187 0.175 0.220
H 1.362973 -0.762914 0.434622 2.521 -1.823 0.897 0.201
H -0.130672 -0.424675 0.397396 -4.850 -0.815 0.843 0.189
```
Forces are in eV/Å.

Values from the calculation:
HOMO energy = -9.576 eV
HOMO-LUMO gap = 7.91 eV
Energy = -2335.3020 a.u.
2S+1 = 1

=====

(2)
# C6H10O

One molecule with the formula C6H10O (ωB97M-V/def2-TZVPD, the Open Molecules 2025 dataset).

Structure (XYZ):
```
17
Properties=species:S:1:pos:R:3:forces:R:3:nbo_charge:R:1
O -0.426595 -2.212577 2.437327 -0.293 -0.376 -0.320 -0.547
C -0.698558 -2.085796 1.268973 -0.739 -0.395 0.247 0.439
C -1.461233 -0.917764 0.701217 0.051 -0.245 0.195 -0.506
C -0.171159 -0.089914 0.521564 0.633 -0.195 0.077 -0.382
C 0.172584 0.458660 -0.835547 -0.050 -0.062 -0.065 -0.237
C 0.400117 1.920887 -1.058144 -0.124 0.234 -0.046 -0.412
C 1.572503 0.986310 -0.948025 0.184 -0.030 -0.090 -0.418
H -0.269313 -2.717395 0.460913 0.102 -0.282 0.317 0.106
H -1.965302 -1.138179 -0.248701 0.220 -0.016 0.238 0.215
H -2.178983 -0.547695 1.434921 0.181 0.230 -0.145 0.231
H 0.642283 -0.831254 0.720591 -0.078 0.867 -0.124 0.209
H -0.073301 0.641219 1.331160 -0.042 0.005 -0.215 0.230
H -0.208724 -0.123817 -1.673996 0.097 0.145 0.118 0.213
H 0.162073 2.325747 -2.036000 0.036 0.003 0.134 0.217
H 0.202946 2.589695 -0.224369 0.044 -0.082 -0.145 0.213
H 2.153405 0.739213 -1.830262 -0.096 0.166 0.060 0.217
H 2.147258 1.002660 -0.021623 -0.127 0.033 -0.236 0.212
```
Forces are in eV/Å.

Values from the calculation:
HOMO energy = -9.634 eV
HOMO-LUMO gap = 10.74 eV
Energy = -309.7893 a.u.
2S+1 = 1

=====

(3)
# C26H26N4O8P2Sc

C26H26N4O8P2Sc as an isolated structure (ωB97M-V/def2-TZVPD, the Open Molecules 2025 dataset).

Structure (XYZ):
```
67
Properties=species:S:1:pos:R:3:forces:R:3:nbo_charge:R:1
C -2.675541 2.280126 -3.190042 0.245 0.119 0.330 -0.187
C -2.269093 1.016808 -2.792297 0.854 -0.329 -0.315 -0.105
C -0.895131 0.645957 -2.989734 0.324 0.354 0.274 0.279
C 0.062449 1.699850 -3.004678 -0.359 0.042 0.104 -0.135
C -0.355497 2.982834 -3.361983 -0.454 -0.193 0.078 -0.172
C -1.717959 3.244743 -3.540818 0.082 0.179 -0.170 -0.244
C 1.474152 1.409269 -2.563953 -0.200 0.324 -0.117 -0.322
C 1.775617 -0.058891 -2.560520 0.313 -0.016 0.619 -0.225
C 0.718782 -1.009192 -2.722454 -1.477 0.694 0.229 0.305
C 0.992130 -2.355392 -2.295571 0.196 0.118 0.076 -0.072
C 2.310012 -2.776263 -2.193318 -0.655 -0.013 0.068 -0.181
C 3.363997 -1.864820 -2.306913 0.980 0.336 -0.074 -0.252
C 3.107470 -0.499542 -2.406790 -0.288 -0.459 0.048 -0.211
H -3.742193 2.511463 -3.214023 0.286 0.104 0.115 0.218
H 0.392652 3.759114 -3.528851 -0.248 -0.077 0.136 0.219
H -2.043340 4.214763 -3.914680 0.102 -0.229 0.154 0.226
H 2.198812 1.965672 -3.171204 0.005 0.034 0.374 0.257
H 2.516746 -3.833132 -2.010828 0.022 0.299 0.092 0.222
H 4.397323 -2.225934 -2.300859 -0.427 0.161 0.116 0.233
H 3.909256 0.248914 -2.419740 -0.155 -0.383 0.027 0.232
N -0.559144 -0.673942 -3.077678 0.857 -0.638 1.902 -0.642
Sc 1.699399 0.731494 0.009927 -1.803 -1.965 -0.548 1.677
C -3.156088 0.016541 -2.094143 -0.325 0.046 -0.447 -0.746
H -3.032755 -0.967721 -2.555645 -0.133 -0.032 0.116 0.272
H -4.204531 0.324252 -2.155041 -0.036 -0.061 -0.043 0.247
C -0.181685 -3.216273 -1.859404 0.341 -0.335 -0.523 -0.763
H -1.019250 -3.044080 -2.547473 0.073 -0.209 0.166 0.286
H 0.110496 -4.276740 -1.841845 -0.145 0.121 -0.156 0.250
P -2.761200 -0.183232 -0.306962 1.853 -0.463 -0.825 1.529
P -0.800418 -2.821038 -0.185742 0.031 2.514 -0.598 1.541
C 0.460031 -3.265402 1.006702 0.170 -0.179 0.303 -0.983
H 0.269607 -2.749659 1.956633 0.037 -0.145 -0.235 0.272
H 0.403446 -4.352984 1.167136 0.109 0.309 -0.046 0.260
H 1.462964 -2.992450 0.658536 -0.289 -0.039 0.026 0.289
C -2.250008 -3.812600 0.121139 -0.415 -0.472 0.045 -0.989
H -1.911140 -4.830369 0.362016 -0.167 0.226 -0.121 0.273
H -2.813060 -3.421677 0.976342 0.204 -0.137 -0.185 0.267
H -2.896080 -3.860564 -0.764959 0.155 0.031 0.216 0.267
C -2.681166 1.453225 0.412230 0.108 0.253 0.328 -0.982
H -3.614198 1.999790 0.205936 0.278 -0.224 -0.003 0.267
H -2.546052 1.366909 1.498048 -0.081 -0.001 -0.206 0.263
H -1.827704 2.019862 0.024197 -0.238 -0.201 -0.074 0.301
C -4.143297 -1.037509 0.444085 -0.454 -0.260 0.297 -0.982
H -3.962397 -1.142986 1.521729 -0.034 0.027 -0.261 0.265
H -5.055284 -0.437214 0.302153 0.291 -0.171 -0.019 0.271
H -4.309055 -2.030625 0.012018 0.021 0.305 0.022 0.259
C -1.132247 -1.014396 -0.069134 -2.240 -1.590 0.367 -0.457
O -0.100665 -0.269314 0.133633 2.400 1.475 -0.174 -0.760
H 1.639381 1.869870 -1.458665 -0.218 0.748 -2.154 0.047
O 3.210840 1.801827 7.027760 -1.463 0.962 -1.576 -0.351
N 2.430636 2.470320 6.321103 0.253 0.900 2.854 0.501
O 1.927584 3.553670 6.684895 0.769 -2.027 -0.934 -0.354
C 2.123094 1.995470 4.995762 0.577 -0.107 -1.104 -0.041
C 2.705646 0.805394 4.532795 0.109 0.217 -0.242 -0.064
C 2.796863 0.611603 3.148944 -0.686 1.145 0.031 -0.077
C 2.517545 1.738245 2.261744 -0.353 -0.441 -0.768 0.416
O 3.027409 1.857523 1.072465 -0.516 -0.291 1.314 -0.670
C 1.444070 2.579955 2.760694 0.822 -0.899 0.601 -0.034
C 1.340329 2.783070 4.140922 0.108 0.074 -0.254 -0.078
N 0.372739 2.822833 1.886917 -0.876 0.599 -1.396 0.484
O -0.614900 3.465081 2.226367 1.114 -0.654 -0.358 -0.317
O 0.423636 2.261858 0.705799 -0.321 1.225 1.776 -0.518
N 2.711472 -0.662139 2.570791 0.290 -1.712 -0.731 0.497
O 2.339621 -0.718785 1.312071 0.907 -0.504 2.148 -0.539
O 2.865489 -1.704567 3.207697 -0.123 1.585 -0.855 -0.310
H 3.094395 0.052284 5.208804 -0.158 0.093 0.091 0.285
H 0.675000 3.548826 4.527928 0.053 -0.160 0.071 0.287
```
Forces are in eV/Å.

Values from the calculation:
HOMO energy (alpha / beta) = -8.696 / -8.663 eV
Net charge = +1
HOMO-LUMO gap (alpha / beta) = 3.41 / 3.45 eV
Energy = -3270.2366 a.u.
2S+1 = 1

=====

(4)
# CH4NOS

A 2-piece molecular cluster, CH4NOS overall (ωB97M-V/def2-TZVPD, the Open Molecules 2025 dataset).

Structure (XYZ):
```
8
Properties=species:S:1:pos:R:3:forces:R:3:nbo_charge:R:1
C -0.212189 -0.849792 0.732141 -0.887 -1.983 1.137 0.510
N -0.143493 -0.974507 -0.646354 0.075 -1.449 0.503 -0.871
O -0.198845 -1.774742 1.589493 0.077 1.681 -2.344 -0.679
H -0.445860 0.196747 1.040635 0.586 -0.559 -0.321 0.177
H -0.115451 -1.905196 -1.171880 0.251 2.066 1.500 0.383
H 0.130143 -0.093211 -1.079086 -0.209 -0.057 -0.217 0.441
S 0.516313 2.145483 0.100330 0.138 -0.902 0.471 -1.046
H 0.469383 3.255219 -0.565280 -0.031 1.202 -0.727 0.086
```
Forces are in eV/Å.

Values from the calculation:
HOMO energy = -3.050 eV
Net charge = -1
HOMO-LUMO gap = 7.33 eV
Energy = -568.7311 a.u.
2S+1 = 1